Run one
This record from the Open Molecules 2025 dataset describes C3H8N3 as an isolated structure. The level of theory is ωB97M-V with the def2-TZVPD basis set.

Each line ends with the Mulliken charge.
CARTESIAN COORDINATES (ANGSTROEM)
1 N 2.114 0.159 0.287  -0.198
2 N -0.549 1.009 0.079  -0.555
3 N 0.425 -1.382 -0.170  -0.338
4 C -0.757 -1.389 0.170  -0.192
5 C -1.582 -0.028 0.122  -0.431
6 C 1.193 -0.326 -0.431  0.216
7 H 1.221 0.142 -1.725  0.313
8 H -2.452 0.210 0.746  0.405
9 H -0.781 1.710 -0.688  0.282
10 H -1.271 -2.312 0.345  0.434
11 H -0.674 1.550 0.922  0.260
12 H 2.801 0.799 -0.053  0.249
13 H 2.286 -0.073 1.215  0.243
14 H -1.975 -0.068 -0.819  0.311

Output
- HOMO-LUMO gap (eV) = 10.949
- 2S+1 = 1
- HOMO (Ha) = -0.543
- total charge = +1
- LUMO energy (eV) = -3.82

***

Run two
This record from the Open Molecules 2025 dataset describes an isolated ion of composition C3H8N3 and charge +1. The level of theory is ωB97M-V with the def2-TZVPD basis set.

Each line ends with the Mulliken charge.
CARTESIAN COORDINATES (ANGSTROEM)
1 N -1.402 -0.150 -0.688  -0.152
2 N 1.063 0.320 -0.432  -0.428
3 N -1.022 0.614 0.452  -0.167
4 C -0.750 -0.738 0.514  -0.031
5 C 0.997 -0.977 0.158  -0.520
6 C 0.248 1.260 0.264  -0.446
7 H -2.470 -0.217 -0.989  0.333
8 H 0.571 1.593 1.238  0.328
9 H 1.266 -0.974 1.147  0.365
10 H 0.138 2.073 -0.465  0.390
11 H 1.948 0.705 -0.729  0.240
12 H 1.306 -1.879 -0.324  0.393
13 H -0.690 -0.237 -1.447  0.343
14 H -1.202 -1.394 1.301  0.352

Output
- HOMO-LUMO gap (eV) = 10.960
- 2S+1 = 1
- structure (SMILES) = C1NCN2[NH2+][C@@H]12
- HOMO (Ha) = -0.526
- total charge = +1
- LUMO energy (eV) = -3.35

***

Which one sits at the bottom of the stability order? run two does.

***

Run one
This record from the Open Molecules 2025 dataset describes a 2-piece molecular cluster, CHNO2S overall. The level of theory is ωB97M-V with the def2-TZVPD basis set.

Each line ends with the Mulliken charge.
CARTESIAN COORDINATES (ANGSTROEM)
1 S -2.456 0.894 0.018  0.074
2 O 1.412 0.604 1.095  -0.346
3 O 2.563 -0.150 -0.737  -0.352
4 N -1.563 -0.372 -0.426  -0.320
5 C 1.946 0.272 0.137  0.691
6 H -1.903 -1.246 -0.087  0.253

Output
- HOMO-LUMO gap (alpha / beta) (eV) = 7.433 / 7.439
- 2S+1 = 1
- structure (SMILES) = O=C=O.N=S
- HOMO (alpha / beta) (Ha) = -0.332 / -0.332
- LUMO energy (alpha / beta) (eV) = -1.61 / -1.60

***

Run two
This record from the Open Molecules 2025 dataset describes a 2-piece molecular cluster, CHNO2S overall. The level of theory is ωB97M-V with the def2-TZVPD basis set.

Each line ends with the Mulliken charge.
CARTESIAN COORDINATES (ANGSTROEM)
1 S 2.048 1.522 0.320  0.046
2 O -1.273 0.554 -0.221  -0.398
3 O -1.913 -1.556 0.535  -0.354
4 N 1.908 0.171 -0.380  -0.319
5 C -1.650 -0.475 0.190  0.768
6 H 0.881 -0.216 -0.444  0.257

Output
- HOMO-LUMO gap (alpha / beta) (eV) = 7.415 / 7.415
- 2S+1 = 1
- structure (SMILES) = O=C=O.N=S
- HOMO (alpha / beta) (Ha) = -0.313 / -0.313
- LUMO energy (alpha / beta) (eV) = -1.11 / -1.11

***

Which one sits at the bottom of the stability order? run two does.

***

Run one
This record from the Open Molecules 2025 dataset describes an isolated molecule of C2H5NOS. The level of theory is ωB97M-V with the def2-TZVPD basis set.

Each line ends with the Mulliken charge.
CARTESIAN COORDINATES (ANGSTROEM)
1 S -1.680 0.011 -0.089  -0.181
2 O 2.053 -0.803 -0.004  -0.596
3 N -0.221 -0.773 0.048  -0.269
4 C 1.045 -0.069 0.007  0.803
5 C 0.869 1.396 0.021  -1.082
6 H 0.495 1.858 -0.925  0.322
7 H 0.159 1.615 0.799  0.330
8 H -1.906 -0.136 1.211  0.141
9 H -0.072 -1.750 -0.244  0.270
10 H 1.845 2.102 0.114  0.262

Output
- HOMO-LUMO gap (eV) = 10.379
- 2S+1 = 1
- structure (SMILES) = CC(=O)NS
- HOMO (Ha) = -0.355
- LUMO energy (eV) = 0.73

***

Run two
This record from the Open Molecules 2025 dataset describes an isolated molecule of C2H5NOS. The level of theory is ωB97M-V with the def2-TZVPD basis set.

Each line ends with the Mulliken charge.
CARTESIAN COORDINATES (ANGSTROEM)
1 S -0.155 -1.514 -1.120  -0.129
2 O -0.037 1.165 0.113  -0.346
3 N 0.007 -1.068 0.515  -0.375
4 C 0.304 2.337 0.813  -0.607
5 C 0.022 0.124 0.904  0.248
6 H 0.805 3.016 0.070  0.197
7 H 0.165 0.227 2.062  0.289
8 H -0.518 -0.385 -1.770  0.126
9 H -0.644 2.786 1.168  0.235
10 H 0.968 1.967 1.574  0.361

Output
- HOMO-LUMO gap (eV) = 9.372
- 2S+1 = 1
- structure (SMILES) = CO/C=N\S
- HOMO (Ha) = -0.314
- LUMO energy (eV) = 0.83

***

Run three
This record from the Open Molecules 2025 dataset describes an isolated molecule of C2H5NOS. The level of theory is ωB97M-V with the def2-TZVPD basis set.

Each line ends with the Mulliken charge.
CARTESIAN COORDINATES (ANGSTROEM)
1 S -1.700 0.086 -0.049  -0.286
2 O 2.125 -0.599 0.048  -0.563
3 N 0.829 1.330 0.061  -0.401
4 C 1.069 -0.021 -0.017  0.389
5 C -0.258 -0.976 -0.071  -0.367
6 H -2.051 0.045 1.230  0.146
7 H 1.679 1.861 -0.058  0.266
8 H 0.066 1.430 -0.618  0.244
9 H 0.011 -1.526 0.851  0.260
10 H -0.176 -1.715 -0.903  0.311

Output
- HOMO-LUMO gap (eV) = 9.753
- 2S+1 = 1
- structure (SMILES) = NC(=O)CS
- HOMO (Ha) = -0.332
- LUMO energy (eV) = 0.72

***

Which one sits at the bottom of the stability order? run two does.

***

Run one
This record from the Open Molecules 2025 dataset describes an isolated molecule of C2H5NOS. The level of theory is ωB97M-V with the def2-TZVPD basis set.

Each line ends with the Mulliken charge.
CARTESIAN COORDINATES (ANGSTROEM)
1 S 1.441 -1.422 -0.001  -0.377
2 O -0.566 0.399 -0.038  -0.381
3 N 1.485 1.194 0.029  -0.367
4 C -1.461 -0.674 0.019  -0.724
5 C 0.721 0.108 -0.042  0.475
6 H -2.426 -0.234 0.051  0.255
7 H 1.021 2.076 0.077  0.218
8 H 2.482 1.155 -0.090  0.217
9 H -1.380 -1.291 -0.884  0.339
10 H -1.317 -1.311 0.879  0.346

Output
- HOMO-LUMO gap (eV) = 9.276
- 2S+1 = 1
- structure (SMILES) = COC(N)=S
- HOMO (Ha) = -0.311
- LUMO energy (eV) = 0.82

***

Run two
This record from the Open Molecules 2025 dataset describes an isolated molecule of C2H5NOS. The level of theory is ωB97M-V with the def2-TZVPD basis set.

Each line ends with the Mulliken charge.
CARTESIAN COORDINATES (ANGSTROEM)
1 S 0.901 -1.682 -0.541  -0.543
2 O 1.270 0.732 -1.818  -0.327
3 N 0.413 0.754 -0.777  -0.128
4 C -0.784 -0.209 1.290  -0.706
5 C 0.273 -0.217 0.021  0.385
6 H 1.254 -0.237 -1.964  0.283
7 H -1.604 0.766 1.127  0.255
8 H -0.229 -0.227 2.298  0.245
9 H -0.257 1.631 -0.672  0.290
10 H -1.237 -1.310 1.037  0.246

Output
- HOMO-LUMO gap (eV) = 9.170
- 2S+1 = 1
- structure (SMILES) = CC(=S)NO
- HOMO (Ha) = -0.318
- LUMO energy (eV) = 0.51

***

Run three
This record from the Open Molecules 2025 dataset describes C2H5NOS as an isolated structure. The level of theory is ωB97M-V with the def2-TZVPD basis set.

Each line ends with the Mulliken charge.
CARTESIAN COORDINATES (ANGSTROEM)
1 S -1.213 -2.034 0.157  -0.168
2 O 1.535 1.556 0.482  -0.542
3 N 0.071 0.508 -0.838  -0.378
4 C 0.664 1.568 -0.356  0.104
5 C 0.207 -1.071 0.309  -0.271
6 H 0.592 -0.707 1.389  0.310
7 H -2.102 -1.294 0.956  0.148
8 H 0.292 2.635 -0.614  0.288
9 H -0.946 0.571 -1.174  0.282
10 H 0.900 -1.732 -0.311  0.226

Output
- HOMO-LUMO gap (eV) = 9.805
- 2S+1 = 1
- HOMO (Ha) = -0.344
- LUMO energy (eV) = 0.44

***

Which one sits at the bottom of the stability order? run two does.

***

Run one
This record from the Open Molecules 2025 dataset describes C2H5NOS as an isolated structure. The level of theory is ωB97M-V with the def2-TZVPD basis set.

Each line ends with the Mulliken charge.
CARTESIAN COORDINATES (ANGSTROEM)
1 S -1.782 0.067 -0.129  -0.190
2 O 1.862 -1.089 -0.104  -0.564
3 N -0.255 -0.750 0.145  -0.303
4 C 1.024 -0.168 -0.017  0.592
5 C 1.271 1.441 -0.009  -0.797
6 H 2.305 1.889 -0.242  0.325
7 H -0.498 -1.687 0.587  0.312
8 H 0.570 2.494 -0.627  0.259
9 H 1.227 1.643 1.281  0.220
10 H -1.967 0.918 1.048  0.145

Output
- HOMO-LUMO gap (eV) = 10.144
- 2S+1 = 1
- HOMO (Ha) = -0.352
- LUMO energy (eV) = 0.55

***

Run two
This record from the Open Molecules 2025 dataset describes an isolated molecule of C2H5NOS. The level of theory is ωB97M-V with the def2-TZVPD basis set.

Each line ends with the Mulliken charge.
CARTESIAN COORDINATES (ANGSTROEM)
1 S 0.189 0.494 -2.361  -0.310
2 O -1.245 -1.358 -0.958  -0.499
3 N 1.011 0.827 1.008  -0.521
4 C -0.325 -0.179 -1.067  0.463
5 C 0.061 0.022 0.269  -0.814
6 H 0.902 1.618 0.520  0.283
7 H -0.948 0.358 0.869  0.324
8 H 0.002 -0.988 0.785  0.435
9 H 2.102 0.449 0.974  0.270
10 H -1.749 -1.243 -0.038  0.368

Output
- HOMO-LUMO gap (eV) = 9.303
- 2S+1 = 1
- structure (SMILES) = NCC(O)=S
- HOMO (Ha) = -0.344
- LUMO energy (eV) = -0.04

***

Run three
This record from the Open Molecules 2025 dataset describes a 2-piece molecular cluster, C2H5NOS overall. The level of theory is ωB97M-V with the def2-TZVPD basis set.

Each line ends with the Mulliken charge.
CARTESIAN COORDINATES (ANGSTROEM)
1 S -2.390 0.833 0.039  -0.313
2 O 1.580 -0.037 -0.190  -0.353
3 N -0.907 -1.359 0.349  -0.359
4 C -1.261 -0.217 -0.345  -0.293
5 C 1.944 1.045 0.148  -0.066
6 H -0.592 -0.068 -1.070  0.469
7 H 2.519 1.782 -0.660  0.192
8 H -0.710 -2.116 -0.267  0.236
9 H 1.509 1.662 1.021  0.228
10 H -1.690 -1.526 0.975  0.258

Output
- HOMO-LUMO gap (eV) = 9.102
- 2S+1 = 1
- structure (SMILES) = NC=S.C=O
- HOMO (Ha) = -0.318
- LUMO energy (eV) = 0.46

***

Run four
This record from the Open Molecules 2025 dataset describes an isolated molecule of C2H5NOS. The level of theory is ωB97M-V with the def2-TZVPD basis set.

Each line ends with the Mulliken charge.
CARTESIAN COORDINATES (ANGSTROEM)
1 S -1.699 0.136 -1.067  0.207
2 O -2.810 -0.584 -0.409  -0.613
3 N -0.300 -0.791 0.972  -0.400
4 C 1.246 0.831 -0.507  -0.938
5 C -0.349 -0.048 -0.081  0.332
6 H -1.153 -1.318 1.260  0.267
7 H 1.371 1.059 -1.533  0.337
8 H 1.905 0.124 -0.027  0.297
9 H 1.137 1.700 0.139  0.302
10 H 0.653 -1.109 1.252  0.210

Output
- HOMO-LUMO gap (eV) = 8.426
- 2S+1 = 1
- HOMO (Ha) = -0.284
- LUMO energy (eV) = 0.69

***

Which one sits at the bottom of the stability order? run one does.

***

Run one
This record from the Open Molecules 2025 dataset describes a 2-piece molecular cluster, C2H5NOS overall. The level of theory is ωB97M-V with the def2-TZVPD basis set.

Each line ends with the Mulliken charge.
CARTESIAN COORDINATES (ANGSTROEM)
1 S -0.096 1.340 1.524  0.320
2 O -1.471 1.092 1.888  -0.464
3 N -1.624 -1.572 -0.319  -0.480
4 C 0.413 0.431 0.249  0.019
5 C 1.400 0.373 -0.734  -0.820
6 H -2.507 -1.105 -0.253  0.225
7 H -1.167 -1.551 0.572  0.231
8 H 1.859 1.268 -0.904  0.404
9 H 2.142 -0.386 -0.385  0.252
10 H 1.050 0.110 -1.639  0.313

Output
- HOMO-LUMO gap (eV) = 6.197
- 2S+1 = 1
- HOMO (Ha) = -0.319
- LUMO energy (eV) = -2.47

***

Run two
This record from the Open Molecules 2025 dataset describes an isolated molecule of C2H5NOS. The level of theory is ωB97M-V with the def2-TZVPD basis set.

Each line ends with the Mulliken charge.
CARTESIAN COORDINATES (ANGSTROEM)
1 S 1.848 -0.402 -0.494  -0.373
2 O -0.455 -0.599 -2.212  -0.372
3 N -0.715 -0.092 -0.992  -0.123
4 C 0.253 -0.015 -0.103  0.419
5 C 0.149 0.199 1.481  -1.176
6 H 0.198 0.064 -2.570  0.335
7 H -0.264 -0.623 2.067  0.306
8 H -0.388 1.050 1.871  0.352
9 H -1.714 0.055 -0.801  0.236
10 H 1.088 0.365 1.751  0.395

Output
- HOMO-LUMO gap (eV) = 8.976
- 2S+1 = 1
- structure (SMILES) = CC(=S)NO
- HOMO (Ha) = -0.302
- LUMO energy (eV) = 0.77

***

Which one sits at the bottom of the stability order? run one does.